[1]
{
  "formula": "C20H30N4O4S",
  "method": "wB97M-V/def2-TZVPD",
  "symbols": ["C", "C", "O", "N", "C", "H", "C", "N", "C", "C", "O", "N", "C", "C", "C", "C", "C", "C", "H", "S", "O", "O", "N", "C", "H", "C", "H", "C", "H", "C", "C", "H", "C", "H", "H", "H", "H", "H", "H", "H", "H", "H", "H", "H", "H", "H", "H", "C", "C", "H", "H", "H", "H", "H", "H", "H", "H", "H", "H"],
  "positions_angstrom": [[-7.463107, -1.906991, -0.333158], [-6.171835, -1.901178, 0.458598], [-5.930850, -2.748947, 1.297894], [-5.283717, -0.919725, 0.170152], [-5.484669, 0.216558, -0.699652], [-6.425005, 0.134898, -1.239006], [-5.485002, 1.505027, 0.143454], [-4.311426, 1.660400, 0.977444], [-3.156384, 2.305203, 0.390628], [-2.330720, 1.451762, -0.579990], [-2.662442, 1.268904, -1.731465], [-1.213967, 0.914223, -0.007566], [-0.268988, 0.050329, -0.567140], [-0.383054, -0.477850, -1.851748], [0.580824, -1.347738, -2.332121], [1.672603, -1.696354, -1.553459], [1.781859, -1.160478, -0.284810], [0.832128, -0.297233, 0.214996], [0.952759, 0.075325, 1.221044], [3.227987, -1.501943, 0.723539], [3.744706, -2.792473, 0.382463], [2.890224, -1.218646, 2.088670], [4.328554, -0.370571, 0.237433], [4.045200, 0.993243, 0.600303], [3.633136, 0.939235, 1.609993], [5.291845, 1.882951, 0.587797], [5.083386, 2.747095, 1.221260], [6.550436, 1.166524, 1.082135], [6.280741, 0.462023, 1.869324], [7.292596, 0.432206, -0.035771], [6.607100, -0.851415, -0.496933], [6.613185, -1.583685, 0.311646], [5.148628, -0.652964, -0.915198], [4.782477, -1.585282, -1.347907], [5.051450, 0.145390, -1.658609], [7.161417, -1.270239, -1.339243], [8.294079, 0.174731, 0.316119], [7.409824, 1.108309, -0.887125], [7.228193, 1.908875, 1.509487], [5.469208, 2.257250, -0.422441], [3.280145, 1.428674, -0.065608], [2.422138, -2.387685, -1.901920], [0.473740, -1.758084, -3.324396], [-1.226841, -0.207146, -2.464381], [-1.026966, 1.156987, 0.956096], [-2.523402, 2.657267, 1.212611], [-3.515620, 3.175594, -0.164601], [-4.065668, 0.465194, 1.761201], [-4.052363, -0.824642, 0.927766], [-3.992741, -1.698451, 1.578493], [-3.207416, -0.835718, 0.230792], [-3.127708, 0.574687, 2.308127], [-4.879460, 0.389564, 2.491120], [-5.577082, 2.372853, -0.510369], [-6.349740, 1.481356, 0.817346], [-4.667952, 0.255159, -1.427821], [-8.031761, -2.782969, -0.033488], [-7.262739, -1.962245, -1.400535], [-8.051924, -1.017155, -0.121442]],
  "forces_ev_per_angstrom": [[0.03, -0.20, 0.18], [-0.23, -0.05, -0.18], [-0.11, -0.29, 0.22], [0.31, 0.18, 0.03], [-0.14, 0.35, -0.10], [0.01, -0.03, 0.00], [-0.12, -0.13, -0.26], [0.13, 0.13, -0.04], [-0.16, 0.01, 0.03], [0.02, 0.33, 0.35], [-0.05, -0.03, -0.25], [0.15, 0.11, 0.40], [0.32, -0.29, -0.27], [-0.20, 0.08, -0.07], [0.19, -0.01, 0.18], [0.08, -0.15, -0.18], [0.42, -0.12, 0.41], [-0.20, 0.10, 0.03], [-0.06, 0.10, 0.15], [0.09, 0.23, -0.04], [-0.02, 0.06, -0.34], [-0.15, 0.21, -0.17], [-0.61, -0.74, 0.48], [-0.30, 0.62, 0.23], [0.02, 0.25, -0.07], [-0.03, -0.26, 0.10], [-0.06, 0.03, -0.08], [0.10, 0.22, -0.18], [0.06, -0.01, 0.16], [-0.06, -0.25, 0.19], [-0.06, 0.24, -0.18], [0.02, -0.08, -0.03], [0.42, -0.50, -0.30], [0.11, 0.13, -0.19], [-0.07, -0.03, 0.00], [0.02, -0.07, -0.01], [0.04, 0.04, -0.07], [0.06, 0.05, -0.02], [-0.03, -0.04, 0.06], [0.00, 0.08, -0.01], [0.05, -0.03, 0.11], [0.06, -0.11, -0.10], [-0.01, -0.04, -0.08], [0.00, 0.00, 0.01], [-0.17, 0.05, -0.19], [0.04, 0.02, -0.07], [0.15, -0.06, 0.01], [-0.04, -0.22, -0.02], [0.13, -0.07, 0.34], [0.06, 0.11, -0.10], [-0.02, -0.04, 0.06], [0.02, 0.01, 0.06], [0.09, -0.10, 0.04], [-0.03, 0.03, 0.01], [-0.07, -0.01, -0.10], [-0.18, 0.00, 0.03], [0.04, 0.01, 0.02], [-0.04, 0.07, -0.10], [-0.06, 0.09, -0.07]],
  "homo_lumo_gap_ev": 8.78,
  "multiplicity": 1,
  "smiles": "CC(=O)N1CCN(CC(=O)Nc2cccc(S(=O)(=O)N3CCCCCC3)c2)CC1",
  "relative_energy_kj_mol": 26.7,
  "homo_energy_ev": -8.373
}

[2]
{
  "formula": "C8H19NO",
  "method": "wB97M-V/def2-TZVPD",
  "symbols": ["C", "C", "C", "C", "H", "H", "H", "H", "H", "H", "H", "H", "H", "H", "C", "C", "N", "C", "C", "O", "H", "H", "H", "H", "H", "H", "H", "H", "H"],
  "positions_angstrom": [[-1.750219, 0.202970, 0.569892], [-2.033456, -0.728095, 1.718724], [-2.564311, -0.047929, -0.672983], [-1.172880, 1.439318, 0.790465], [-0.353168, -0.794944, -0.043399], [-3.024895, -0.506826, 2.129737], [-1.292763, -0.613958, 2.506808], [-2.034738, -1.770094, 1.396666], [-2.406484, -1.058124, -1.055572], [-2.329374, 0.667057, -1.460480], [-3.629794, 0.050214, -0.442971], [-1.402733, 2.256772, 0.115537], [0.366130, 1.124216, 0.244325], [-0.935594, 1.736577, 1.805257], [1.279000, 1.074930, -1.651070], [2.516805, 0.929314, 0.429542], [1.273970, 0.597269, -0.267501], [0.772820, -1.082801, -0.111552], [1.183148, -1.948066, -1.118272], [1.045742, -1.436369, 1.217027], [1.814093, -2.022259, 1.171948], [0.345789, 0.787095, -2.130163], [1.371049, 2.165940, -1.684104], [2.412879, 0.677784, 1.481285], [3.334184, 0.349966, -0.006688], [2.741259, 1.996541, 0.341300], [2.113498, 0.629608, -2.194681], [1.249613, -3.010202, -0.923308], [1.110431, -1.665901, -2.155769]],
  "forces_ev_per_angstrom": [[-0.80, 1.96, 0.69], [0.41, -0.19, -0.13], [0.34, -0.10, -0.14], [-1.70, -0.89, 0.23], [1.39, 0.04, -0.24], [0.07, 0.07, -0.12], [-0.01, -0.01, 0.04], [0.03, -0.02, 0.01], [0.01, -0.01, -0.03], [0.03, 0.00, -0.02], [0.08, -0.02, 0.11], [0.30, -0.08, -0.28], [2.17, -1.50, -1.06], [0.29, -0.14, 0.04], [0.00, -0.15, 0.06], [-0.17, -0.18, 0.00], [-1.42, 1.17, 0.81], [-2.01, 0.32, 0.99], [1.05, -0.12, -0.57], [0.04, 0.12, -0.50], [0.13, -0.02, -0.06], [-0.03, -0.04, -0.05], [0.02, -0.10, 0.06], [0.03, -0.06, 0.01], [-0.02, -0.04, 0.01], [-0.05, -0.08, -0.07], [-0.05, -0.10, 0.02], [0.12, 0.11, 0.26], [-0.24, 0.06, -0.10]],
  "homo_lumo_gap_ev": 6.40,
  "multiplicity": 1,
  "relative_energy_kj_mol": 537.1,
  "homo_energy_ev": -5.727
}

[3]
{
  "formula": "C2HBrClNO2",
  "method": "wB97M-V/def2-TZVPD",
  "symbols": ["C", "C", "N", "O", "O", "Cl", "Br", "H"],
  "positions_angstrom": [[-0.826834, 1.454996, -0.735327], [0.722123, -1.349791, 0.546672], [0.144083, -0.611009, -0.295905], [-0.369123, 0.582559, 0.199861], [-1.398918, 2.445629, -0.432354], [1.386490, -2.818785, 0.108351], [0.972698, -0.802925, 2.379013], [-0.630518, 1.099326, -1.770311]],
  "forces_ev_per_angstrom": [[-0.10, -0.61, -1.34], [-0.37, 1.83, 1.22], [-0.16, 0.00, -0.92], [0.38, -0.43, 1.32], [0.15, 0.06, 0.27], [0.18, -0.61, -0.31], [-0.09, -0.36, -0.61], [0.00, 0.13, 0.39]],
  "homo_lumo_gap_ev": 10.91,
  "multiplicity": 1,
  "smiles": "O=CO/N=C(/Cl)Br",
  "relative_energy_kj_mol": 0.0,
  "homo_energy_ev": -10.655
}

[4]
{
  "formula": "C2H7OS2",
  "method": "wB97M-V/def2-TZVPD",
  "symbols": ["C", "O", "H", "H", "H", "C", "S", "S", "H", "H", "H", "H"],
  "positions_angstrom": [[-0.002613, 1.172029, 0.840030], [-0.543757, 1.465154, 1.918736], [0.373216, 1.844625, -0.102290], [1.743701, 3.605880, 3.265100], [0.479250, 0.165945, 0.742250], [-0.651028, -2.504593, -1.046267], [-0.387421, -0.760425, -1.729551], [-0.552514, -0.856251, -3.801230], [0.276203, -3.022211, -1.169489], [-1.019998, -2.575018, -0.050256], [-1.509261, -2.804784, -1.765579], [1.794221, 4.269649, 2.898545]],
  "forces_ev_per_angstrom": [[1.29, 0.36, 1.29], [0.94, 0.05, -3.30], [-1.60, -0.77, 2.15], [0.02, 0.55, -0.32], [-0.66, 0.31, -0.14], [-1.76, 1.05, -3.05], [0.06, -0.14, 0.63], [-0.02, -0.31, 0.55], [0.26, -0.71, -0.24], [-0.16, 0.43, 0.92], [1.67, -0.27, 1.20], [-0.03, -0.55, 0.32]],
  "charge": -1,
  "homo_lumo_gap_ev": 5.98,
  "multiplicity": 1,
  "relative_energy_kj_mol": 237.6,
  "homo_energy_ev": -2.350
}

[5]
{
  "formula": "C37H42FN5O6SiY",
  "method": "wB97M-V/def2-TZVPD",
  "symbols": ["Y", "C", "N", "C", "C", "C", "N", "C", "C", "C", "C", "C", "C", "C", "O", "C", "C", "C", "N", "C", "C", "C", "C", "C", "C", "C", "O", "H", "H", "H", "H", "H", "H", "H", "H", "H", "H", "H", "H", "H", "H", "H", "H", "H", "H", "H", "H", "H", "H", "H", "H", "H", "C", "Si", "C", "C", "N", "C", "C", "C", "C", "C", "C", "F", "H", "H", "H", "H", "H", "H", "H", "H", "H", "H", "H", "H", "H", "O", "C", "O", "C", "C", "C", "C", "C", "C", "N", "O", "O", "H", "H", "H", "H"],
  "positions_angstrom": [[0.192874, 0.216059, -0.714871], [-3.947652, -0.448545, 0.461431], [-2.748104, -1.266706, 0.595837], [-2.584894, -1.762533, 1.966490], [-2.776433, -0.732092, 3.082614], [-1.984750, 0.571421, 2.982654], [-0.604422, 0.425569, 3.404604], [0.265051, 0.807224, 2.568302], [1.713101, 0.757547, 2.702172], [2.326748, 0.454598, 3.916892], [3.697865, 0.324294, 4.008900], [4.465937, 0.511943, 2.854381], [3.883108, 0.818603, 1.644402], [2.479005, 0.944079, 1.514219], [1.924718, 1.174129, 0.362880], [-2.928614, -2.381698, -0.350121], [-2.014103, -3.605949, -0.290063], [-0.558348, -3.467621, -0.780748], [-0.407878, -2.302375, -1.622846], [-0.244472, -2.497709, -2.870806], [-0.338651, -1.474478, -3.899300], [-0.009481, -1.805997, -5.218856], [-0.222529, -0.926692, -6.257696], [-0.819314, 0.308834, -5.976549], [-1.170556, 0.654698, -4.692788], [-0.911919, -0.209908, -3.604241], [-1.204692, 0.139722, -2.386603], [-4.856322, -1.011585, 0.740218], [-4.047961, -0.133583, -0.578008], [-3.896412, 0.444212, 1.078355], [-1.588944, -2.198516, 2.040623], [-3.316186, -2.570791, 2.155925], [-2.491323, -1.222325, 4.017161], [-3.838427, -0.488660, 3.172346], [-2.464277, 1.308599, 3.635636], [-2.037352, 0.969594, 1.959287], [-0.042184, 1.217878, 1.592372], [1.690205, 0.308214, 4.783104], [4.169807, 0.081137, 4.952306], [5.544601, 0.408568, 2.909702], [4.480517, 0.947728, 0.750103], [-2.890698, -1.955283, -1.354515], [-3.949963, -2.780468, -0.204153], [-2.514121, -4.338104, -0.931246], [-2.016441, -4.037247, 0.712942], [-0.277213, -4.381623, -1.321980], [0.101108, -3.391973, 0.077970], [-0.094213, -3.522254, -3.243371], [0.417212, -2.785667, -5.412641], [0.050626, -1.190693, -7.270871], [-1.000487, 1.011847, -6.781564], [-1.609407, 1.619267, -4.469035], [-0.228288, 4.006062, 1.388852], [-1.010358, 3.624890, -0.282977], [-2.714252, 2.839764, -0.062240], [-1.335117, 5.396879, -0.878333], [-0.077107, 2.548060, -1.244923], [0.484552, 2.813843, -2.460852], [0.247008, 3.964778, -3.259590], [0.838479, 4.182749, -4.491027], [1.724365, 3.268874, -5.045145], [1.987129, 2.117895, -4.319421], [1.384139, 1.936812, -3.102419], [1.682126, 0.725436, -2.476532], [-0.873620, 4.716207, 1.915650], [0.736131, 4.492774, 1.218863], [-0.050087, 3.168589, 2.056927], [-3.138240, 2.970700, 0.936715], [-2.669375, 1.771925, -0.283792], [-3.410529, 3.274838, -0.784578], [-1.832748, 5.920124, -0.056229], [-1.989200, 5.461503, -1.750428], [-0.410431, 5.934352, -1.098304], [-0.453586, 4.695639, -2.897579], [0.591644, 5.089465, -5.032049], [2.183419, 3.433635, -6.010126], [2.639768, 1.337703, -4.690376], [2.012533, -1.493923, -0.378365], [1.435307, -1.666858, 0.708161], [0.271419, -1.195222, 0.939940], [2.092366, -2.438653, 1.813451], [3.357745, -2.978081, 1.628846], [3.977941, -3.678673, 2.654344], [3.336702, -3.841345, 3.871100], [2.075772, -3.291054, 4.029893], [1.438079, -2.584828, 3.029612], [1.392918, -3.459782, 5.323648], [2.026198, -3.966047, 6.233841], [0.204503, -3.219108, 5.371908], [3.844939, -2.823419, 0.675118], [4.966718, -4.093392, 2.509854], [3.793612, -4.373911, 4.691705], [0.473692, -2.123894, 3.195903]],
  "forces_ev_per_angstrom": [[0.31, 0.16, -0.80], [-0.01, 0.00, 0.00], [0.01, 0.01, -0.01], [0.01, -0.02, 0.05], [0.01, 0.00, -0.02], [0.01, -0.02, -0.01], [0.05, 0.02, 0.03], [0.00, -0.01, -0.02], [0.02, -0.02, -0.04], [0.02, 0.00, 0.00], [0.00, 0.00, 0.01], [0.01, 0.00, 0.00], [0.00, 0.02, -0.03], [0.00, 0.01, 0.09], [-0.09, 0.03, 0.31], [-0.01, -0.01, -0.01], [0.02, 0.01, 0.01], [-0.03, -0.02, 0.03], [0.18, 0.07, -0.07], [-0.15, 0.00, 0.00], [0.00, -0.02, 0.00], [0.02, 0.00, 0.00], [0.00, -0.01, 0.00], [0.01, -0.01, 0.00], [0.02, 0.00, -0.01], [-0.21, -0.05, -0.02], [-0.25, 0.13, -0.54], [0.00, 0.00, 0.00], [0.00, -0.01, 0.00], [0.00, 0.00, 0.00], [0.00, 0.01, -0.01], [0.01, 0.00, 0.00], [-0.03, 0.01, 0.01], [0.00, 0.01, -0.03], [0.01, -0.02, 0.03], [-0.02, 0.03, 0.00], [-0.18, 0.08, 0.22], [0.00, 0.00, 0.00], [0.00, 0.00, 0.00], [0.00, 0.00, 0.00], [0.00, 0.00, 0.00], [0.00, 0.00, 0.00], [0.01, 0.00, 0.00], [0.00, 0.01, 0.00], [-0.01, -0.01, 0.00], [0.00, 0.00, 0.00], [0.00, 0.01, -0.01], [-0.04, 0.00, 0.00], [0.00, 0.00, -0.01], [0.00, 0.00, 0.00], [0.00, 0.00, 0.00], [0.00, 0.00, 0.00], [0.02, -0.03, -0.01], [0.09, 0.10, -0.02], [0.05, 0.01, 0.06], [-0.06, -0.05, -0.06], [-0.01, 0.37, -0.24], [0.00, 0.10, 0.10], [-0.01, -0.07, -0.06], [0.00, 0.02, 0.00], [0.01, 0.01, -0.02], [0.02, -0.06, 0.00], [0.00, 0.06, -0.08], [-0.07, 0.00, 0.17], [0.01, 0.01, 0.00], [0.00, 0.00, 0.00], [0.00, 0.00, -0.01], [0.01, 0.02, 0.00], [-0.01, -0.01, 0.02], [0.00, -0.02, -0.02], [-0.01, -0.01, 0.00], [0.00, 0.00, 0.00], [0.00, 0.01, 0.02], [-0.01, 0.03, 0.00], [-0.01, 0.00, 0.01], [0.00, 0.00, 0.00], [0.00, 0.00, 0.01], [-0.03, -0.03, -0.02], [0.14, -0.12, 0.12], [0.18, -0.75, 0.92], [-0.02, -0.03, -0.01], [0.01, 0.00, 0.00], [-0.01, -0.01, -0.01], [0.02, 0.03, 0.01], [0.08, 0.25, 0.04], [0.03, 0.02, 0.00], [-0.24, -0.98, -0.29], [0.09, 0.33, 0.13], [0.06, 0.37, 0.10], [0.00, 0.00, 0.00], [0.00, 0.00, 0.00], [0.00, 0.01, 0.00], [0.00, 0.00, 0.00]],
  "charge": -1,
  "homo_lumo_gap_ev": 6.25,
  "multiplicity": 1,
  "relative_energy_kj_mol": 122.3,
  "homo_energy_ev": -4.497
}

[6]
{
  "formula": "C9H17NO4",
  "method": "wB97M-V/def2-TZVPD",
  "symbols": ["C", "C", "C", "C", "C", "C", "C", "C", "C", "N", "O", "O", "O", "O", "H", "H", "H", "H", "H", "H", "H", "H", "H", "H", "H", "H", "H", "H", "H", "H", "H"],
  "positions_angstrom": [[-0.680818, 1.439877, -1.272416], [-0.971787, -2.580878, -0.614060], [-2.004735, -3.311315, -1.416718], [1.838258, -0.563384, -1.793913], [-0.662878, 2.465451, 1.483522], [0.158000, 0.371090, 2.347381], [1.518160, 1.697410, 0.846739], [-0.463178, 0.610946, 0.022955], [0.894468, -1.202452, -0.841747], [0.147699, 1.267668, 1.180044], [0.250531, 2.189999, -1.608976], [-1.778145, 1.234744, -1.781523], [-0.888736, -2.553557, 0.590557], [-0.102927, -1.935562, -1.413122], [-2.993311, -3.078365, -1.029405], [-1.846296, -4.383523, -1.316842], [-1.934441, -3.016315, -2.458279], [1.999893, -1.217005, -2.650372], [2.790932, -0.358417, -1.315044], [1.429484, 0.374026, -2.179429], [-0.633738, 3.134096, 0.624239], [-1.699370, 2.176636, 1.659323], [-0.271767, 2.976137, 2.362555], [0.692808, 0.841034, 3.174074], [-0.861244, 0.147793, 2.655770], [0.642351, -0.568558, 2.086185], [1.881660, 2.409185, 1.584813], [2.174178, 0.832551, 0.810608], [1.467061, 2.153813, -0.151841], [-1.333226, 0.027928, 0.301219], [1.241115, -1.581054, 0.113705]],
  "forces_ev_per_angstrom": [[0.76, -0.40, 0.49], [-0.19, -0.05, 0.30], [0.06, 0.10, 0.00], [-0.56, -0.07, -0.06], [-0.61, 0.83, 0.11], [0.01, -0.61, 0.56], [0.98, 0.36, -0.49], [-2.29, 1.49, -0.28], [2.07, -1.73, -0.55], [-0.11, 0.06, 0.00], [0.18, 0.64, -0.25], [-0.58, -0.29, 0.05], [-0.06, -0.07, 0.00], [-0.08, 0.41, -0.34], [-0.02, 0.01, 0.06], [0.02, -0.05, 0.00], [-0.06, -0.07, -0.06], [0.14, -0.11, -0.14], [0.09, 0.01, 0.06], [0.12, 0.05, -0.02], [0.11, -0.08, 0.01], [0.14, -0.13, 0.00], [0.12, -0.09, 0.04], [-0.02, 0.09, -0.15], [-0.04, 0.07, -0.11], [-0.02, 0.10, -0.09], [-0.10, -0.08, 0.16], [-0.07, -0.12, 0.09], [0.01, -0.07, 0.27], [0.20, -0.32, 0.23], [-0.21, 0.12, 0.11]],
  "homo_lumo_gap_ev": [6.67, 7.41],
  "multiplicity": 3,
  "s_squared": 2.010,
  "homo_energy_ev": [-6.306, -8.780]
}